(i)
This record from the OMol25 dataset describes C6H12S in the gas phase. The level of theory is ωB97M-V/def2-TZVPD.

Output
**E_HOMO**: -8.07 eV
**Total charge**: 0
**HOMO-LUMO gap**: 0.3328 Eh
**Spin multiplicity**: 1
**SMILES string**: C=CCCCSC

Each line ends with the Löwdin charge.
Cartesian coordinates (Å):
C (-1.1292, -1.0473, 1.3655)  -0.25
C (-2.0000, -1.2988, 0.4138)  -0.10
C (-0.6205, 0.3231, 1.6776)  -0.22
C (0.7438, 0.8730, 1.1852)  -0.23
C (0.7305, 1.2386, -0.3144)  -0.40
C (1.3098, -0.4205, -2.4574)  -0.49
S (0.0588, -0.2464, -1.2121)  0.86
H (-0.6943, -1.7708, 2.0512)  0.10
H (-2.3635, -2.3039, 0.0985)  0.08
H (-2.6018, -0.5410, 0.0319)  0.03
H (-1.3034, 0.9934, 1.2597)  0.08
H (-0.7779, 0.3593, 2.7534)  0.11
H (0.9575, 1.6912, 1.7282)  0.06
H (1.5489, 0.1924, 1.2158)  0.09
H (-0.0427, 1.9704, -0.4705)  0.06
H (1.5708, 1.5904, -0.8002)  0.04
H (2.2353, -1.1067, -2.3772)  0.06
H (0.7229, -1.0474, -3.2766)  0.06
H (1.6550, 0.5512, -2.8726)  0.03

(ii)
This record from the OMol25 dataset describes C6H12S in the gas phase. The level of theory is ωB97M-V/def2-TZVPD.

Output
**E_HOMO**: -8.86 eV
**Total charge**: 0
**HOMO-LUMO gap**: 0.3587 Eh
**Spin multiplicity**: 1
**SMILES string**: CC(C)=CCCS

Each line ends with the Löwdin charge.
Cartesian coordinates (Å):
C (-2.6235, -1.2509, -0.0151)  -0.07
C (-1.6640, -0.0750, 0.0660)  -0.33
C (-1.9403, 1.1600, -0.7860)  -0.05
C (-0.5623, -0.1908, 0.8292)  -0.13
C (0.5303, 0.8905, 1.0428)  -0.26
C (1.4746, 0.8958, -0.1415)  -0.57
H (-2.4692, -2.0134, -0.8135)  0.09
H (-2.5753, -1.7564, 0.9502)  0.07
H (-3.6091, -0.8599, -0.1932)  0.06
H (-1.1941, 1.2253, -1.5843)  0.07
H (-1.8874, 2.0746, -0.2024)  0.07
H (-2.9780, 1.1291, -1.1652)  0.08
H (-0.4079, -1.1789, 1.3153)  0.11
H (1.0949, 0.6641, 1.9949)  0.12
H (-0.0191, 1.8285, 1.0936)  0.10
H (0.8594, 0.9874, -1.0425)  0.05
H (2.2434, 1.6969, -0.1211)  0.08
H (1.3559, -1.5401, -0.3769)  -0.15
S (2.3936, -0.6772, -0.3642)  0.68

(iii)
This record from the OMol25 dataset describes a molecular structure, C6H12S. The level of theory is ωB97M-V/def2-TZVPD.

Output
**E_HOMO**: -8.16 eV
**Total charge**: 0
**HOMO-LUMO gap**: 0.3192 Eh
**Spin multiplicity**: 1

Each line ends with the Löwdin charge.
Cartesian coordinates (Å):
C (-2.6979, -0.1468, 0.5054)  -0.54
C (-0.1707, 0.0310, -0.1331)  -0.65
C (-0.5916, 1.5770, -0.3581)  -0.19
C (1.0966, -0.3391, -0.0362)  -0.47
C (2.3349, 0.5070, -0.0807)  -0.08
C (1.1778, -1.8577, -0.0280)  -0.14
H (-1.8736, 0.5700, 1.4878)  0.16
H (-3.7315, 0.5265, 0.0012)  0.10
H (-3.1941, -1.2157, 1.2563)  0.11
H (0.4155, 2.1363, -1.0905)  0.14
H (-1.5818, 1.5930, -0.9479)  0.02
H (-0.7597, 2.3343, 0.7421)  0.13
H (2.2001, 1.5267, 0.0892)  0.00
H (3.0963, -0.0913, 0.7574)  0.15
H (2.5952, 0.5663, -1.3896)  0.18
H (0.1618, -2.2408, 0.6178)  0.11
H (2.1274, -2.4061, 0.4756)  0.10
H (1.0149, -2.2538, -1.1291)  0.10
S (-1.6197, -0.8169, -0.7396)  0.76

Short version: (ii), (i), (iii), most stable first.

(i)
This record from the OMol25 dataset describes 6 unconnected molecules or ions with the total composition C6H24N12O6. The level of theory is ωB97M-V/def2-TZVPD.

Output
**E_HOMO**: -8.97 eV
**Total charge**: 0
**HOMO-LUMO gap**: 0.3455 Eh
**Spin multiplicity**: 1
**SMILES string**: NC(N)=O.NC(N)=O.NC(N)=O.NC(N)=O.NC(N)=O.NC(N)=O

Each line ends with the Löwdin charge.
Cartesian coordinates (Å):
C (29.9038, -26.2115, -6.6294)  -0.64
O (29.1416, -25.3715, -7.0923)  0.01
N (29.5928, -27.5360, -6.5480)  0.16
N (31.2060, -25.9314, -6.3020)  0.15
H (30.2270, -28.2120, -6.1608)  0.10
H (28.6512, -27.8865, -6.6654)  0.05
H (31.7509, -26.6850, -5.9300)  0.09
H (31.5144, -24.9791, -6.3173)  0.10
C (25.6500, -28.4890, -5.8634)  -0.65
O (26.7992, -28.3241, -6.2494)  0.00
N (24.5913, -28.2112, -6.6756)  0.18
N (25.3199, -28.8316, -4.5737)  0.14
H (24.9018, -27.8855, -7.5816)  0.03
H (23.6228, -28.3170, -6.4484)  0.10
H (26.1209, -29.0695, -4.0140)  0.10
H (24.5476, -28.4066, -4.0954)  0.09
C (23.4697, -21.0848, -4.9137)  -0.69
O (22.7586, -20.3032, -4.2825)  -0.01
N (24.1442, -22.1167, -4.3574)  0.17
N (23.7427, -20.8793, -6.2416)  0.13
H (24.6944, -22.7165, -4.9531)  0.07
H (24.0220, -22.3966, -3.4048)  0.10
H (24.1250, -21.6587, -6.7755)  0.06
H (23.1843, -20.1747, -6.6869)  0.11
C (27.1919, -18.9236, -6.1025)  -0.65
O (27.5040, -20.0709, -6.3854)  0.01
N (25.9096, -18.6130, -5.7574)  0.16
N (28.0848, -17.8993, -5.9053)  0.14
H (25.6780, -17.7899, -5.2339)  0.10
H (25.2318, -19.3565, -5.8262)  0.06
H (29.0449, -17.9751, -6.1836)  0.10
H (27.6951, -16.9723, -5.9119)  0.09
C (26.0302, -28.1440, -9.5993)  -0.64
O (25.2877, -27.2964, -9.1382)  0.00
N (27.3966, -28.0905, -9.4481)  0.18
N (25.6058, -29.1751, -10.4005)  0.16
H (27.9333, -28.9085, -9.6623)  0.10
H (27.7147, -27.3377, -8.8653)  0.08
H (26.2330, -29.9368, -10.6002)  0.09
H (24.6489, -29.4817, -10.3766)  0.11
C (25.9578, -23.7107, -7.2497)  -0.65
O (24.7713, -23.3662, -7.3118)  -0.02
N (26.3913, -24.9311, -7.6414)  0.18
N (26.9314, -22.9140, -6.7000)  0.17
H (27.3609, -25.2155, -7.7213)  0.05
H (25.6563, -25.5228, -7.9936)  0.07
H (26.7941, -21.9147, -6.6726)  0.05
H (27.8716, -23.2628, -6.7980)  0.08

(ii)
This record from the OMol25 dataset describes 6 unconnected molecules or ions with the total composition C6H24N12O6. The level of theory is ωB97M-V/def2-TZVPD.

Output
**E_HOMO**: -9.71 eV
**Total charge**: 0
**HOMO-LUMO gap**: 0.3697 Eh
**Spin multiplicity**: 1
**SMILES string**: NC(N)=O.NC(N)=O.NC(N)=O.NC(N)=O.NC(N)=O.NC(N)=O

Each line ends with the Löwdin charge.
Cartesian coordinates (Å):
C (10.0155, 9.0651, 12.1682)  -0.68
O (9.2127, 8.3887, 12.7333)  0.04
N (9.8652, 9.5783, 10.8868)  0.17
N (11.1413, 9.5323, 12.8381)  0.13
H (10.7770, 9.7733, 10.4824)  0.09
H (9.3569, 9.1435, 10.1799)  0.02
H (11.9971, 9.8276, 12.4157)  0.08
H (11.3706, 9.1444, 13.7585)  0.11
C (8.4738, 6.0127, 5.6381)  -0.66
O (8.0847, 4.9743, 6.0897)  0.00
N (9.8812, 6.2884, 5.4766)  0.14
N (7.4720, 6.8890, 5.2922)  0.14
H (10.3879, 5.5600, 6.0335)  0.11
H (10.1653, 7.2709, 5.6937)  0.07
H (6.5339, 6.4892, 5.1484)  0.12
H (7.6513, 7.6546, 4.6405)  0.10
C (12.3174, 5.3332, 9.8504)  -0.64
O (13.2996, 4.8926, 9.2570)  0.01
N (11.0270, 4.9102, 9.5903)  0.15
N (12.4762, 6.4226, 10.7547)  0.13
H (10.2080, 5.4855, 9.7265)  0.07
H (11.0221, 4.2009, 8.8232)  0.13
H (11.9814, 6.4181, 11.6470)  0.09
H (13.4174, 6.5198, 10.9572)  0.05
C (4.5463, 5.8700, 12.7391)  -0.64
O (5.1129, 5.6200, 11.6705)  -0.01
N (4.0340, 7.1382, 12.8634)  0.15
N (4.2161, 4.9157, 13.6702)  0.17
H (4.6730, 7.7229, 12.2967)  0.11
H (3.8371, 7.5227, 13.7497)  0.08
H (4.3464, 3.9767, 13.3903)  0.10
H (3.6573, 5.1865, 14.4517)  0.10
C (10.7910, 9.2857, 6.9089)  -0.70
O (11.2385, 10.0388, 6.0605)  0.02
N (9.5047, 9.4316, 7.3131)  0.14
N (11.4529, 8.2967, 7.6609)  0.14
H (8.9459, 8.8172, 7.9010)  0.06
H (8.9665, 10.1684, 6.8732)  0.11
H (12.4330, 8.0965, 7.5445)  0.10
H (10.9469, 7.7279, 8.3693)  0.07
C (7.6331, 6.9917, 9.4098)  -0.61
O (8.7807, 7.3499, 9.1386)  -0.06
N (6.9823, 6.1316, 8.5923)  0.18
N (6.9111, 7.5629, 10.4610)  0.19
H (7.5257, 5.5426, 7.9312)  0.09
H (6.2572, 5.6389, 9.1108)  0.10
H (6.0674, 7.1086, 10.6135)  0.02
H (7.4853, 8.0235, 11.1799)  0.09

Short version: (i), (ii), most stable first.

(i)
This record from the OMol25 dataset describes C2H5N5 in the gas phase. The level of theory is ωB97M-V/def2-TZVPD.

Output
**E_HOMO**: -10.06 eV
**Total charge**: 0
**HOMO-LUMO gap**: 0.3927 Eh
**Spin multiplicity**: 1
**SMILES string**: Cc1nnnn1N

Each line ends with the Löwdin charge.
Cartesian coordinates (Å):
C (0.9700, -1.2756, -0.0479)  -0.02
C (-0.3519, -0.6611, -0.0555)  -0.43
H (1.3727, -1.1574, 0.8959)  0.05
H (1.6566, -0.8280, -0.8301)  0.11
H (0.8002, -2.3760, 0.0074)  0.10
H (0.3151, 2.4734, -0.6029)  0.15
H (0.6135, 1.9345, 0.9338)  0.07
N (-1.5388, -1.1844, -0.0639)  0.08
N (-2.3248, -0.1164, 0.0141)  -0.07
N (-1.7071, 0.9523, -0.0065)  0.03
N (-0.3860, 0.6468, -0.2480)  -0.16
N (0.5804, 1.5919, 0.0035)  0.09

(ii)
This record from the OMol25 dataset describes 2 unconnected molecules or ions with the total composition C2H5N5. The level of theory is ωB97M-V/def2-TZVPD.

Output
**E_HOMO**: -9.83 eV
**Total charge**: 0
**HOMO-LUMO gap**: 0.3957 Eh
**Spin multiplicity**: 1

Each line ends with the Löwdin charge.
Cartesian coordinates (Å):
C (-1.0472, 1.0598, -0.8215)  -0.13
C (1.0794, -0.5551, 0.4028)  -0.24
N (-1.7313, -0.0392, -1.1781)  -0.06
N (-1.7689, 1.3322, 0.3154)  -0.04
N (-2.8304, -0.3323, -0.4090)  0.00
N (-2.7777, 0.4409, 0.5544)  -0.01
N (1.7916, 0.4104, 0.7728)  0.00
H (1.1966, -1.3511, -0.3894)  0.07
H (0.0375, -0.7776, 0.7940)  0.05
H (-1.4763, -0.7152, -1.8842)  0.12
H (-1.4152, 2.1352, 0.8620)  0.14
H (2.6416, 0.5758, 0.1111)  0.09

Short version: (i), (ii), most stable first.

(i)
This record from the OMol25 dataset describes C8H16N4O2 in the gas phase. The level of theory is ωB97M-V/def2-TZVPD.

Output
**E_HOMO**: -8.12 eV
**Total charge**: 0
**HOMO-LUMO gap**: 0.3290 Eh
**Spin multiplicity**: 1
**SMILES string**: C[C@H](O)N(CCO)[C@]1(N)C=CC(N)=N1

Each line ends with the Löwdin charge.
Cartesian coordinates (Å):
C (2.5654, -0.6977, 0.0631)  0.03
C (2.1002, 0.3973, -0.4958)  -0.03
C (1.6297, -0.9097, 1.1762)  -0.50
C (0.9133, 0.9843, 0.2046)  -0.56
C (-1.3109, -0.5863, -2.5868)  -0.04
C (-1.4081, 1.2724, -0.0887)  -0.17
C (-1.8857, 0.7005, 1.2263)  -0.31
C (-0.2051, -0.5199, -1.5045)  -0.38
N (0.8569, 0.0871, 1.3680)  0.13
N (1.5545, -1.9150, 2.0172)  0.12
N (0.8921, 2.3379, 0.6895)  0.11
N (-0.1869, 0.7653, -0.6976)  -0.02
O (-1.9563, -0.6764, 1.4109)  -0.07
O (-0.3744, -1.6895, -0.7516)  0.00
H (3.2705, -1.4725, -0.3280)  0.13
H (2.4081, 0.9905, -1.2918)  0.11
H (-1.0671, -1.5826, -3.0774)  0.10
H (-2.3152, -0.5429, -2.2133)  0.06
H (-1.3066, 0.1811, -3.4663)  0.12
H (-2.2662, 1.0709, -0.7352)  0.11
H (-1.3192, 2.4018, 0.1209)  0.14
H (-2.8991, 0.8953, 1.3750)  0.09
H (-1.4018, 1.1903, 2.1623)  0.12
H (0.7206, -0.3887, -2.0203)  0.12
H (2.2551, -2.7754, 2.1083)  0.16
H (0.9497, -1.8736, 2.8905)  0.14
H (0.4136, 2.3789, 1.6261)  0.11
H (1.7481, 2.8471, 0.5714)  0.08
H (-1.0892, -0.9934, 1.1529)  0.03
H (-1.2858, -1.8772, -0.9058)  0.07

(ii)
This record from the OMol25 dataset describes 2 unconnected molecules or ions with the total composition C8H16N4O2. The level of theory is ωB97M-V/def2-TZVPD.

Output
**E_HOMO**: -8.32 eV
**Total charge**: 0
**HOMO-LUMO gap**: 0.3312 Eh
**Spin multiplicity**: 1

Each line ends with the Löwdin charge.
Cartesian coordinates (Å):
C (0.8181, -2.9239, -0.3837)  -0.55
C (0.7090, 1.3091, -0.7300)  -0.07
C (1.9170, 1.4881, 0.2017)  -0.30
C (0.9096, -0.4896, 0.6751)  -0.43
C (3.2186, 1.7968, -0.5136)  -0.03
C (-3.7201, -0.1367, -0.2377)  -0.04
C (-1.2276, -0.3082, -0.5875)  -0.10
C (-2.3729, 0.5345, 0.0224)  -0.43
N (-0.0945, -3.6085, -0.1569)  0.07
N (0.0487, 0.1735, -0.1339)  -0.05
N (0.4314, -1.2418, 1.7235)  0.18
N (1.6504, -1.9699, -0.5742)  0.06
O (2.0089, 0.2437, 0.9136)  0.04
O (-2.1552, 0.7611, 1.3932)  -0.03
H (0.0511, 2.1788, -0.7204)  0.13
H (1.0178, 1.0971, -1.7616)  0.13
H (1.7103, 2.2583, 0.9574)  0.16
H (3.1615, 2.7878, -0.9576)  0.09
H (3.4020, 1.0625, -1.2940)  0.09
H (4.0418, 1.7728, 0.1947)  0.08
H (-4.5206, 0.4741, 0.1736)  0.08
H (-3.8818, -0.2625, -1.3045)  0.08
H (-3.7488, -1.1153, 0.2386)  0.08
H (-1.3290, -1.3528, -0.2898)  0.11
H (-1.2725, -0.2616, -1.6794)  0.14
H (-2.3661, 1.5345, -0.4252)  0.14
H (-0.0767, -2.0728, 1.4102)  0.07
H (1.1802, -1.5053, 2.3509)  0.12
H (2.6167, -2.1316, -0.3482)  0.07
H (-2.1272, -0.0923, 1.8433)  0.09

Short version: (ii), (i), most stable first.